Density functional theory data (wB97M-V/def2-TZVPD) for a structure of composition C3H2FLiO4Tl at a distorted geometry.

Values from the calculation:
- Total charge: 0
- 2S+1: 2
- E: -18948.41160 eV
- Kohn-Sham gap (spin up / spin down): 4.6 / 7.7 eV

Each line ends with the Mulliken spin population.
CARTESIAN COORDINATES (ANGSTROEM)
C  -0.5418  -1.7490  -0.6653  0.63
C  -0.5532  -1.1808  0.7461  0.02
O  0.7274  -0.3524  1.2240  0.05
C  0.9670  0.8753  0.7717  0.04
O  1.9963  1.4942  0.9555  -0.01
O  0.1776  1.4334  -0.1623  -0.02
O  -0.9547  -1.0955  -1.6473  0.21
Li  0.5987  3.0020  1.0446  0.00
H  -0.1460  -2.7602  -0.7609  0.02
F  -0.7246  -2.1948  1.6049  0.01
H  -1.3920  -0.4999  0.8857  0.02
Tl  -0.9995  0.9990  -2.0671  0.03